A molecular structure, C22H44CoN3O2P3 at a distorted geometry. Source: OMol25; level of theory: ωB97M-V/def2-TZVPD.

```
! RIJCOSX wB97M-V def2-TZVPD def2/J DEFGRID3
* xyz 3 5
Co 0.512 -0.399 -0.950
P 0.783 -2.530 -1.744
P -1.500 -0.147 -0.561
P 1.798 0.357 0.507
O -1.406 1.284 3.398
O 0.299 2.124 -2.035
N -0.977 0.273 5.393
N -1.107 -0.986 3.382
N -0.640 -3.226 3.377
C -2.603 -0.102 -2.012
C 0.776 -3.899 -0.451
C 0.154 0.792 -5.409
C 2.026 -0.935 1.781
C -0.757 -2.054 4.075
C 1.520 4.513 -0.863
C -0.417 -2.009 5.460
C -1.074 1.566 6.032
C 0.292 4.577 -0.324
C 0.038 2.033 -3.296
C -0.955 2.947 -5.356
C -0.708 3.059 -3.992
C -2.215 -1.454 0.487
C -1.980 1.351 0.342
C -0.559 -0.811 6.090
C -0.615 -2.971 -2.853
C 3.418 0.701 -0.262
C 0.468 0.896 -4.069
C 2.204 -3.087 -2.750
C 1.314 1.862 1.412
C -1.186 0.226 4.006
C -0.540 1.812 -6.073
H -0.751 -2.240 -3.669
H 1.885 -3.853 -3.477
H 0.818 -1.613 -0.161
H -1.028 1.433 7.112
H -3.055 1.504 0.171
H 4.099 1.189 0.446
H -1.795 1.224 1.422
H 1.800 -4.102 -0.107
H -0.076 -2.914 5.960
H -3.637 -0.073 -1.648
H 1.064 0.128 -3.570
H 0.154 4.623 0.758
H -0.600 4.656 -0.943
H 2.124 2.123 2.103
H -0.253 2.221 5.713
H -1.029 3.927 -3.419
H -2.017 2.051 5.759
H 2.965 -3.539 -2.100
H 3.263 1.353 -1.136
H -1.567 -3.049 -2.303
H 2.666 -2.266 -3.321
H 0.392 1.697 2.000
H -3.305 -1.340 0.465
H 2.666 -1.731 1.387
H -0.809 1.717 -7.134
H -1.149 -3.292 2.499
H -0.401 -3.951 -3.313
H -0.525 -4.087 3.909
H 3.862 -0.243 -0.605
H -0.355 -0.637 7.144
H 1.146 2.704 0.729
H -1.856 -1.299 1.516
H -1.945 -2.456 0.134
H -2.468 -0.995 -2.635
H -2.406 0.793 -2.617
H 2.467 -0.502 2.681
H 0.181 -3.655 0.442
H 1.051 -1.365 2.040
H 2.431 4.428 -0.252
H -1.424 2.221 -0.034
H 0.376 -4.828 -0.883
H -1.452 3.776 -5.868
H 1.666 4.578 -1.946
H 0.463 -0.079 -5.992
*
```

- <S²>: 6.118
- F_max: 4.17 eV/A
- HOMO level (spin up / spin down): -15.981 / -16.113 eV


A molecular structure, C22H44IrN3O2P3 at a distorted geometry. Source: OMol25; level of theory: ωB97M-V/def2-TZVPD.

```
! RIJCOSX wB97M-V def2-TZVPD def2/J DEFGRID3
* xyz 3 5
Ir -0.244 0.093 0.436
P -2.467 0.852 1.011
P -1.691 -1.401 -1.620
P -0.111 -1.516 1.980
O 2.041 -0.368 -1.165
O -0.322 3.264 0.178
N 0.860 3.675 2.138
N 3.068 0.682 0.919
N 0.942 1.590 1.191
C -0.703 -2.853 -2.003
C 2.521 -1.462 -3.194
C 0.438 2.864 1.074
C 3.943 -3.438 -3.247
C -2.450 2.191 2.287
C -3.351 -1.918 -1.267
C -0.236 -0.719 3.658
C -1.631 -0.368 -3.064
C -3.800 -0.278 1.655
C -0.001 3.080 -3.568
C 4.072 -3.360 -1.858
C 2.594 2.179 2.772
C -3.171 1.724 -0.459
C -1.197 -3.006 2.075
C 1.094 2.366 -3.824
C 1.824 3.276 3.032
C 2.238 1.470 1.599
C 1.549 -2.227 2.129
C 3.155 -2.478 -3.895
C 0.155 4.930 2.318
C 2.661 -1.338 -1.777
C 3.436 -2.360 -1.137
H -2.447 0.359 -3.062
H -2.259 -2.750 2.171
H -2.417 2.458 -0.782
H -0.372 -3.353 -1.088
H -4.666 0.289 2.030
H 1.999 2.440 -3.210
H 0.266 -1.348 4.431
H -1.158 -3.586 1.141
H -1.292 -0.549 3.943
H -0.066 3.781 -2.739
H 1.117 1.539 -4.558
H -3.420 -0.869 2.503
H -1.648 1.978 3.008
H 0.196 -2.532 -2.531
H 0.115 5.446 1.348
H -0.704 -1.114 -0.516
H -2.233 3.144 1.782
H 3.521 1.935 3.273
H 2.065 3.963 3.836
H 2.774 0.150 0.038
H -3.369 1.018 -1.279
H 1.878 -0.747 -3.700
H -1.778 -1.056 -3.906
H 3.467 -2.405 -0.055
H -0.682 0.167 -3.165
H 1.620 -3.143 1.542
H 4.076 0.835 1.026
H -3.415 -2.446 -0.313
H -3.670 -2.607 -2.063
H -0.904 -3.672 2.907
H 0.181 0.302 3.601
H 1.763 -2.492 3.173
H 2.335 -1.543 1.791
H -4.105 2.264 -0.239
H 4.653 -4.118 -1.332
H -1.292 -3.536 -2.623
H -0.886 4.776 2.647
H 4.408 -4.224 -3.856
H 2.990 -2.544 -4.970
H -4.036 -1.067 -1.246
H -0.925 2.917 -4.131
H -4.181 -0.953 0.877
H -3.409 2.266 2.825
H 0.696 5.477 3.098
*
```

- <S²>: 6.030
- F_max: 3.01 eV/A
- HOMO level (spin up / spin down): -15.811 / -16.447 eV
- ΔE to the lowest compared entry with this formula, charge and spin: 52.5 kcal per mole


A molecular structure, C22H44N3O2P3Rh at a distorted geometry. Source: OMol25; level of theory: ωB97M-V/def2-TZVPD.

```
! RIJCOSX wB97M-V def2-TZVPD def2/J DEFGRID3
* xyz 3 5
Rh 0.586 -0.222 0.640
P -0.335 -2.264 0.242
P 1.544 1.953 -0.107
P 2.215 -1.097 2.011
O 0.393 0.840 3.606
O -1.461 2.037 -2.354
N -1.800 0.963 4.139
N -2.849 0.241 0.344
N -1.147 0.289 1.971
C -2.402 0.230 -3.699
C -1.171 -3.124 1.639
C -2.449 0.264 1.655
C -0.006 0.166 -3.094
C -1.290 0.794 -3.004
C -3.095 0.621 3.913
C -0.646 1.852 -6.142
C 1.521 -2.010 3.446
C -0.787 0.682 3.238
C 0.174 -0.861 -4.030
C -1.675 -2.224 -0.971
C -1.668 2.408 -5.480
C -0.913 -1.443 -4.685
C -3.438 0.206 2.664
C 3.479 -2.206 1.259
C 1.724 2.848 1.454
C -1.366 1.469 5.432
C 3.207 1.308 -0.549
C 1.436 3.351 -1.252
C 0.794 -3.499 -0.505
C -2.212 -0.957 -4.445
C 3.292 0.131 2.841
H 3.072 0.725 -1.472
H -0.644 -2.287 -5.331
H 0.267 -3.999 -1.332
H -1.962 -3.765 1.226
H 0.907 2.561 2.126
H -3.860 0.347 0.217
H -2.255 1.688 6.030
H 2.260 3.970 -0.879
H 0.327 2.363 -6.186
H -3.322 0.828 -3.882
H -2.714 2.106 -5.625
H -0.485 -3.767 2.200
H 2.669 2.599 1.940
H 3.023 -3.094 0.810
H -2.534 -1.684 -0.564
H -0.759 2.378 5.301
H 3.896 2.137 -0.746
H -3.755 0.746 4.767
H -4.445 -0.101 2.442
H 3.651 0.677 0.230
H 1.683 3.045 -2.267
H 4.110 -0.366 3.384
H -1.968 -3.248 -1.222
H 2.648 0.674 3.541
H 2.020 -2.975 3.610
H -0.756 0.721 5.962
H -0.753 0.933 -6.726
H 3.718 0.841 2.128
H 1.093 -4.261 0.229
H 4.218 -2.547 1.999
H 1.631 -1.382 4.340
H 1.677 3.917 1.223
H -1.197 2.792 -2.928
H -1.642 -2.410 2.326
H -1.338 -1.721 -1.877
H -2.265 0.719 -0.351
H -1.469 3.283 -4.840
H 0.846 0.561 -2.520
H 1.681 -3.000 -0.916
H 1.173 -1.267 -4.227
H -3.078 -1.521 -4.822
H 4.025 -1.686 0.461
H 0.452 -2.197 3.301
H 0.499 3.918 -1.258
*
```

- <S²>: 6.020
- F_max: 2.52 eV/A
- HOMO level (spin up / spin down): -15.472 / -16.891 eV
- ΔE to the lowest compared entry with this formula, charge and spin: 14.3 kcal per mole